Computed, not measured: a structure of composition C3HFNaO3, with ωB97M-V/def2-TZVPD.

The multiplicity is 2. Its expectation value of S² is 0.77. The orbital gap (spin up / spin down) comes out at 8.33 / 6.04 eV. The total energy comes out at -16400.55785 eV.

CARTESIAN COORDINATES (ANGSTROEM)
O  1.774  -1.436  0.461
C  2.113  -0.127  0.248
C  0.458  -1.551  0.276
O  3.213  0.303  0.209
O  0.960  0.544  -0.022
C  -0.114  -0.292  -0.085
H  0.005  -2.528  0.424
F  -2.726  0.759  0.851
Na  -2.561  0.379  -1.224